The following is a quantum chemistry calculation of a cluster of 2 separate species, C4H7N2 in total at a distorted geometry, from the OMol25 dataset.

Last columns: bonded neighbours and bond lengths (Å).
Positions of all 13 atoms, in Å:
1 C 3.25 -0.21 -0.34  N5 1.133, H7 1.127
2 C -0.55 1.56 0.26  N6 1.217, H8 1.139, H9 1.132
3 C -0.89 -0.77 -0.65  C4 1.510, N6 1.414, H10 1.097, H11 1.039
4 C -1.33 -0.84 0.79  C3 1.510, N6 1.460, H12 1.013, H13 1.149
5 N 2.14 -0.01 -0.21  C1 1.133
6 N -0.83 0.38 0.16  C2 1.217, C3 1.414, C4 1.460
7 H 4.25 -0.56 -0.73  C1 1.127
8 H -0.93 2.14 1.16  C2 1.139
9 H -0.35 2.16 -0.68  C2 1.132
10 H 0.10 -1.04 -1.04  C3 1.097
11 H -1.77 -0.60 -1.18  C3 1.039
12 H -2.34 -0.91 0.80  C4 1.013
13 H -0.75 -1.29 1.68  C4 1.149

Values from the calculation:
Relative energy (zero: lowest compared OMol25 entry of this formula, charge and spin), eV: 4.4746
Frontier orbital gap, Eh: 0.4480
Charge: +1

=====

The following is a quantum chemistry calculation of a cluster of 2 separate species, C4H8 in total, from the OMol25 dataset.

Last columns: bonded neighbours and bond lengths (Å).
Positions of all 12 atoms, in Å:
1 C 0.99 0.26 0.60  C2 1.513, C4 1.557, H5 1.104, H6 1.095
2 C 0.39 -1.05 0.14  C1 1.513, C3 1.439, H8 1.083
3 C -0.82 -0.42 -0.33  C2 1.439, C4 1.520, H7 1.245, H10 1.088
4 C -0.44 0.86 0.40  C1 1.557, C3 1.520, H11 1.093, H12 1.094
5 H 1.73 0.72 -0.08  C1 1.104
6 H 1.38 0.31 1.62  C1 1.095
7 H 0.03 -0.58 -1.22  C3 1.245
8 H 0.76 -2.06 0.03  C2 1.083
9 H -0.70 0.10 -1.86  no bonds
10 H -1.80 -0.85 -0.50  C3 1.088
11 H -0.54 1.80 -0.15  C4 1.093
12 H -0.99 0.91 1.34  C4 1.094

Values from the calculation:
Relative energy (zero: lowest compared OMol25 entry of this formula, charge and spin), eV: 5.5795
Frontier orbital gap, Eh: 0.2966

=====

The following is a quantum chemistry calculation of the molecule C3H4N2O at a distorted geometry, from the OMol25 dataset.

Last columns: bonded neighbours and bond lengths (Å).
Positions of all 10 atoms, in Å:
1 O 1.51 -0.51 1.42  C2 1.345, H7 0.962
2 C 0.55 -0.06 0.59  O1 1.345, N3 1.283, C6 1.460
3 N 0.77 0.92 -0.20  C2 1.283, C4 1.448
4 C -0.34 0.84 -1.13  N3 1.448, N5 1.428, H8 1.093, H9 1.116
5 N -1.35 -0.03 -0.63  C4 1.428, C6 1.291
6 C -0.80 -0.59 0.39  C2 1.460, N5 1.291, H10 1.088
7 H 1.17 -1.24 1.96  O1 0.962
8 H -0.68 1.72 -1.68  C4 1.093
9 H 0.46 0.32 -1.71  C4 1.116
10 H -1.29 -1.37 0.98  C6 1.088

Values from the calculation:
Relative energy (zero: lowest compared OMol25 entry of this formula, charge and spin), eV: 1.9707
Frontier orbital gap, Eh: 0.3811
Structure (SMILES): OC1=NCN=C1

=====

The following is a quantum chemistry calculation of a cluster of 11 separate species, C52H63ClI2N13OPS in total at a distorted geometry, from the OMol25 dataset.

Last columns: bonded neighbours and bond lengths (Å).
Positions of all 134 atoms, in Å:
1 C 0.15 -3.02 0.00  N2 1.482, H22 1.096, H23 1.101, H24 1.103
2 N 0.82 -2.00 0.84  C1 1.482, C3 1.474, H25 1.014
3 C 0.14 -1.72 2.12  N2 1.474, C4 1.534, H26 1.093, H27 1.105
4 C -1.37 -2.00 2.08  C3 1.534, N5 1.309, C20 1.435
5 N -2.05 -1.24 1.26  C4 1.309, C6 1.367
6 C -3.39 -1.51 1.19  N5 1.367, C7 1.437, C18 1.393
7 C -4.18 -0.72 0.29  C6 1.437, C8 1.528, C11 1.372
8 C -3.44 0.36 -0.49  C7 1.528, C9 1.570, H28 1.100, H29 1.098
9 C -3.45 1.75 0.25  C8 1.570, O10 1.411, H30 1.097, H31 1.106
10 O -4.56 2.53 -0.14  C9 1.411, H32 0.963
11 C -5.52 -0.97 0.15  C7 1.372, I12 2.150, C13 1.473
12 I -6.61 0.21 -1.28  C11 2.150
13 C -6.13 -2.06 0.93  C11 1.473, P14 1.858, C16 1.364
14 P -7.93 -2.49 0.73  C13 1.858, S15 1.960, H33 1.419, H34 1.410
15 S -8.18 -4.27 -0.04  P14 1.960
16 C -5.35 -2.78 1.80  C13 1.364, I17 2.122, C18 1.434
17 I -6.24 -4.32 2.95  C16 2.122
18 C -3.95 -2.53 1.96  C6 1.393, C16 1.434, N19 1.367
19 N -3.27 -3.32 2.85  C18 1.367, C20 1.296
20 C -2.01 -3.01 2.86  C4 1.435, N19 1.296, Cl21 1.767
21 Cl -1.00 -3.96 3.96  C20 1.767
22 H -0.17 -3.91 0.57  C1 1.096
23 H -0.67 -2.55 -0.57  C1 1.101
24 H 0.89 -3.37 -0.74  C1 1.103
25 H 0.85 -1.17 0.25  N2 1.014
26 H 0.65 -2.23 2.94  C3 1.093
27 H 0.22 -0.63 2.28  C3 1.105
28 H -2.38 0.10 -0.61  C8 1.100
29 H -3.86 0.41 -1.51  C8 1.098
30 H -3.53 1.55 1.32  C9 1.097
31 H -2.49 2.23 -0.02  C9 1.106
32 H -4.47 2.80 -1.07  O10 0.963
33 H -8.60 -2.33 1.97  P14 1.419
34 H -8.57 -1.60 -0.15  P14 1.410
35 C -1.01 2.69 4.44  C36 1.421, C39 1.369, H40 1.078
36 C -0.61 4.05 4.62  C35 1.421, C37 1.369, H41 1.077
37 C -0.43 4.58 3.37  C36 1.369, N38 1.368, H42 1.077
38 N -0.69 3.60 2.45  C37 1.368, C39 1.369, H43 1.004
39 C -1.05 2.45 3.10  C35 1.369, N38 1.369, H44 1.078
40 H -1.23 1.98 5.22  C35 1.078
41 H -0.48 4.57 5.55  C36 1.077
42 H -0.14 5.57 3.06  C37 1.077
43 H -0.63 3.71 1.45  N38 1.004
44 H -1.30 1.56 2.54  C39 1.078
45 C 4.57 1.05 -0.63  C46 1.419, C49 1.370, H50 1.077
46 C 5.13 0.80 0.64  C45 1.419, C47 1.374, H51 1.078
47 C 4.23 0.06 1.36  C46 1.374, N48 1.366, H52 1.078
48 N 3.14 -0.15 0.56  C47 1.366, C49 1.366, H53 1.011
49 C 3.34 0.44 -0.65  C45 1.370, N48 1.366, H54 1.078
50 H 5.01 1.60 -1.45  C45 1.077
51 H 6.10 1.13 1.00  C46 1.078
52 H 4.27 -0.34 2.36  C47 1.078
53 H 2.30 -0.66 0.82  N48 1.011
54 H 2.58 0.39 -1.42  C49 1.078
55 C -11.85 1.75 1.87  C56 1.420, C59 1.370, H60 1.077
56 C -11.97 0.53 2.59  C55 1.420, C57 1.367, H61 1.077
57 C -10.70 0.06 2.79  C56 1.367, N58 1.366, H62 1.078
58 N -9.82 0.93 2.22  C57 1.366, C59 1.371, H63 1.004
59 C -10.51 1.97 1.65  C55 1.370, N58 1.371, H64 1.077
60 H -12.65 2.39 1.54  C55 1.077
61 H -12.88 0.06 2.92  C56 1.077
62 H -10.35 -0.83 3.29  C57 1.078
63 H -8.82 0.82 2.21  N58 1.004
64 H -10.00 2.76 1.15  C59 1.077
65 C 9.65 -1.84 0.57  C66 1.419, C69 1.370, H70 1.078
66 C 9.29 -2.48 -0.65  C65 1.419, C67 1.370, H71 1.077
67 C 7.93 -2.50 -0.71  C66 1.370, N68 1.367, H72 1.077
68 N 7.44 -1.92 0.42  C67 1.367, C69 1.367, H73 1.005
69 C 8.48 -1.51 1.21  C65 1.370, N68 1.367, H74 1.078
70 H 10.64 -1.66 0.94  C65 1.078
71 H 9.97 -2.87 -1.39  C66 1.077
72 H 7.26 -2.89 -1.47  C67 1.077
73 H 6.46 -1.80 0.64  N68 1.005
74 H 8.30 -1.01 2.15  C69 1.078
75 C 0.54 2.30 -4.82  C76 1.421, C79 1.371, H80 1.079
76 C -0.78 1.85 -5.11  C75 1.421, C77 1.369, H81 1.077
77 C -1.18 1.07 -4.05  C76 1.369, N78 1.370, H82 1.077
78 N -0.15 1.04 -3.14  C77 1.370, C79 1.368, H83 1.003
79 C 0.89 1.79 -3.61  C75 1.371, N78 1.368, H84 1.078
80 H 1.15 2.93 -5.45  C75 1.079
81 H -1.36 2.07 -5.99  C76 1.077
82 H -2.10 0.55 -3.87  C77 1.077
83 H -0.17 0.54 -2.27  N78 1.003
84 H 1.80 1.89 -3.03  C79 1.078
85 C 9.17 -0.77 6.82  C86 1.421, C89 1.369, H90 1.078
86 C 9.47 0.61 6.99  C85 1.421, C87 1.369, H91 1.078
87 C 9.61 1.15 5.74  C86 1.369, N88 1.369, H92 1.077
88 N 9.40 0.16 4.82  C87 1.369, C89 1.369, H93 1.004
89 C 9.12 -1.01 5.48  C85 1.369, N88 1.369, H94 1.077
90 H 9.00 -1.49 7.60  C85 1.078
91 H 9.58 1.14 7.92  C86 1.078
92 H 9.83 2.16 5.42  C87 1.077
93 H 9.43 0.27 3.83  N88 1.004
94 H 8.92 -1.92 4.93  C89 1.077
95 C 6.37 1.91 -5.11  C96 1.420, C99 1.370, H100 1.077
96 C 6.02 1.26 -6.33  C95 1.420, C97 1.370, H101 1.078
97 C 4.65 1.24 -6.39  C96 1.370, N98 1.366, H102 1.077
98 N 4.17 1.83 -5.26  C97 1.366, C99 1.368, H103 1.006
99 C 5.21 2.25 -4.48  C95 1.370, N98 1.368, H104 1.077
100 H 7.37 2.10 -4.75  C95 1.077
101 H 6.69 0.87 -7.07  C96 1.078
102 H 3.98 0.84 -7.14  C97 1.077
103 H 3.19 1.95 -5.04  N98 1.006
104 H 5.03 2.75 -3.54  C99 1.077
105 C 3.90 -3.95 -4.19  C106 1.422, C109 1.369, H110 1.078
106 C 4.22 -2.57 -4.05  C105 1.422, C107 1.370, H111 1.079
107 C 4.35 -2.06 -5.32  C106 1.370, N108 1.368, H112 1.079
108 N 4.13 -3.07 -6.21  C107 1.368, C109 1.369, H113 1.003
109 C 3.85 -4.23 -5.53  C105 1.369, N108 1.369, H114 1.077
110 H 3.73 -4.66 -3.39  C105 1.078
111 H 4.34 -2.02 -3.13  C106 1.079
112 H 4.58 -1.06 -5.65  C107 1.079
113 H 4.16 -2.98 -7.21  N108 1.003
114 H 3.64 -5.14 -6.06  C109 1.077
115 C -3.17 -4.86 -1.97  C116 1.420, C119 1.372, H120 1.079
116 C -3.51 -5.50 -3.19  C115 1.420, C117 1.371, H121 1.078
117 C -4.87 -5.55 -3.26  C116 1.371, N118 1.367, H122 1.077
118 N -5.38 -4.98 -2.13  C117 1.367, C119 1.365, H123 1.008
119 C -4.35 -4.55 -1.34  C115 1.372, N118 1.365, H124 1.077
120 H -2.18 -4.65 -1.59  C115 1.079
121 H -2.82 -5.87 -3.93  C116 1.078
122 H -5.53 -5.95 -4.02  C117 1.077
123 H -6.36 -4.89 -1.91  N118 1.008
124 H -4.55 -4.07 -0.40  C119 1.077
125 C -4.47 5.72 2.42  C126 1.420, C129 1.369, H130 1.078
126 C -3.20 6.15 1.97  C125 1.420, C127 1.370, H131 1.074
127 C -3.32 7.46 1.58  C126 1.370, N128 1.368, H132 1.077
128 N -4.62 7.83 1.78  C127 1.368, C129 1.369, H133 1.003
129 C -5.33 6.78 2.30  C125 1.369, N128 1.369, H134 1.077
130 H -4.73 4.74 2.80  C125 1.078
131 H -2.30 5.56 1.93  C126 1.074
132 H -2.60 8.15 1.18  C127 1.077
133 H -5.00 8.74 1.58  N128 1.003
134 H -6.38 6.88 2.53  C129 1.077

Values from the calculation:
Relative energy (zero: lowest compared OMol25 entry of this formula, charge and spin), eV: 0.9144
Frontier orbital gap, Eh: 0.2427
Structure (SMILES): CNCc1nc2c(CCO)c(I)c([PH2]=S)c(I)c2nc1Cl.c1cc[nH]c1.c1cc[nH]c1.c1cc[nH]c1.c1cc[nH]c1.c1cc[nH]c1.c1cc[nH]c1.c1cc[nH]c1.c1cc[nH]c1.c1cc[nH]c1.c1cc[nH]c1

=====

The following is a quantum chemistry calculation of the molecule C3H4N4O at a distorted geometry, from the OMol25 dataset.

Last columns: bonded neighbours and bond lengths (Å).
Positions of all 12 atoms, in Å:
1 H -3.21 -0.81 0.10  N2 1.117
2 N -2.63 0.08 -0.24  H1 1.117, C3 1.233
3 C -1.42 0.02 -0.03  N2 1.233, C4 1.391, N9 1.530
4 C -0.48 -1.00 -0.06  C3 1.391, N5 1.239, H10 1.205
5 N 0.76 -1.03 -0.12  C4 1.239, N6 1.410
6 N 1.34 0.25 -0.17  N5 1.410, O7 1.452, C8 1.324
7 O 2.77 -0.02 -0.20  N6 1.452, H11 0.941
8 C 0.59 1.34 -0.15  N6 1.324, N9 1.371, H12 1.159
9 N -0.77 1.40 -0.02  C3 1.530, C8 1.371
10 H -1.04 -2.06 0.08  C4 1.205
11 H 3.00 -0.50 0.58  O7 0.941
12 H 1.09 2.32 0.23  C8 1.159

Values from the calculation:
Relative energy (zero: lowest compared OMol25 entry of this formula, charge and spin), eV: 5.7250
Frontier orbital gap, Eh: 0.3378
Structure (SMILES): [H]/N=c1\cnn(O)cn1

=====

The following is a quantum chemistry calculation of a cluster of 3 separate species, C11H15BF16N2O9PS2 in total at a distorted geometry, from the OMol25 dataset.

Last columns: bonded neighbours and bond lengths (Å).
Positions of all 57 atoms, in Å:
1 N -2.81 5.07 2.61  P2 1.710, H15 1.018, H16 1.011
2 P -3.24 3.59 1.88  N1 1.710, O3 1.661, S4 2.189
3 O -2.00 2.57 2.31  P2 1.661, H17 0.955
4 S -2.59 4.14 -0.13  P2 2.189, O5 1.466, O6 1.453, N7 1.571
5 O -1.48 5.09 -0.04  S4 1.466
6 O -3.83 4.62 -0.70  S4 1.453
7 N -2.22 2.73 -0.71  S4 1.571, S8 1.597
8 S -0.76 2.19 -1.08  N7 1.597, O9 1.452, O10 1.452, C11 1.800
9 O -0.28 2.83 -2.28  S8 1.452
10 O -0.85 0.74 -1.08  S8 1.452
11 C 0.38 2.62 0.24  S8 1.800, B12 1.585, H18 1.086, H19 1.092
12 B 1.69 3.41 -0.17  C11 1.585, O13 1.374, O14 1.395
13 O 2.28 3.35 -1.41  B12 1.374, H20 0.953
14 O 2.30 4.15 0.85  B12 1.395, H21 0.954
15 H -1.97 5.48 2.21  N1 1.018
16 H -2.71 4.99 3.61  N1 1.011
17 H -1.33 3.02 2.81  O3 0.955
18 H -0.15 3.28 0.92  C11 1.086
19 H 0.62 1.71 0.80  C11 1.092
20 H 1.81 3.83 -2.09  O13 0.953
21 H 2.31 5.08 0.65  O14 0.954
22 C 0.64 -1.20 1.92  C23 1.528, O29 1.417, H36 1.090, H37 1.092
23 C -0.28 -2.39 2.19  C22 1.528, C24 1.536, F27 1.351, F28 1.374
24 C -1.78 -2.14 2.42  C23 1.536, F25 1.344, F26 1.356, H38 1.092
25 F -1.98 -1.40 3.53  C24 1.344
26 F -2.38 -3.34 2.61  C24 1.356
27 F 0.21 -3.15 3.19  C23 1.351
28 F -0.24 -3.16 1.05  C23 1.374
29 O 1.39 -0.70 3.01  C22 1.417, C30 1.356
30 C 0.84 0.23 3.83  O29 1.356, C31 1.537, F34 1.332, F35 1.361
31 C 0.87 -0.18 5.31  C30 1.537, F32 1.347, F33 1.352, H39 1.091
32 F 0.21 -1.34 5.50  C31 1.347
33 F 0.24 0.78 6.04  C31 1.352
34 F -0.39 0.55 3.45  C30 1.332
35 F 1.62 1.34 3.75  C30 1.361
36 H 1.41 -1.59 1.24  C22 1.090
37 H 0.12 -0.40 1.39  C22 1.092
38 H -2.22 -1.64 1.56  C24 1.092
39 H 1.90 -0.27 5.66  C31 1.091
40 C 0.19 -3.35 -2.46  C41 1.532, O47 1.418, H54 1.090, H55 1.091
41 C 1.05 -2.08 -2.37  C40 1.532, C42 1.536, F45 1.350, F46 1.366
42 C 0.68 -0.87 -3.24  C41 1.536, F43 1.357, F44 1.337, H56 1.092
43 F 0.74 -1.22 -4.56  C42 1.357
44 F 1.56 0.10 -3.01  C42 1.337
45 F 2.35 -2.39 -2.55  C41 1.350
46 F 0.88 -1.65 -1.09  C41 1.366
47 O 0.68 -4.40 -3.28  C40 1.418, C48 1.354
48 C 0.41 -4.49 -4.60  O47 1.354, C49 1.540, F52 1.338, F53 1.362
49 C 1.68 -4.42 -5.46  C48 1.540, F50 1.342, F51 1.353, H57 1.091
50 F 2.35 -3.28 -5.24  C49 1.342
51 F 1.33 -4.46 -6.77  C49 1.353
52 F -0.51 -3.60 -5.01  C48 1.338
53 F -0.12 -5.72 -4.83  C48 1.362
54 H 0.22 -3.77 -1.45  C40 1.090
55 H -0.84 -3.10 -2.68  C40 1.091
56 H -0.33 -0.52 -3.01  C42 1.092
57 H 2.32 -5.27 -5.23  C49 1.091

Values from the calculation:
Frontier orbital gap, Eh: 0.3062
Charge: -1

=====

no.,calculated total energy (eV),HOMO energy (hartree)
1,-7231.2637,-0.6097
2,-4271.6137,-0.2580
3,-8201.9148,-0.3649
4,-125208.8273,-0.3012
5,-11178.2440,-0.3336
6,-108178.7034,-0.2163